Entry 1:
This record from the Open Molecules 2025 dataset describes a cluster of 2 separate species, C2H7NO in total at a distorted geometry. The level of theory is ωB97M-V with the def2-TZVPD basis set.

- ΔE to the lowest compared entry with this formula, charge and spin (kJ/mol) = 691.7
- largest force on an atom (hartree/bohr) = 0.0721
- charge = 0
- Kohn-Sham gap (Eh) = 0.176

Geometry as XYZ:
```
11
Properties=species:S:1:pos:R:3:lowdin_charge:R:1
O 2.16 0.07 -1.06 -0.564
H 2.87 0.45 -1.61 -0.142
C -1.02 0.39 0.36 -0.105
C -1.87 -0.43 -0.41 0.030
N 0.24 -0.03 1.05 0.163
H -1.34 1.33 0.89 0.119
H -1.86 -0.44 -1.52 0.085
H -2.75 -0.81 0.09 0.043
H 0.31 -1.08 1.07 0.184
H 1.04 0.25 0.53 0.039
H 0.11 0.19 2.02 0.149
```

Entry 2:
This record from the Open Molecules 2025 dataset describes the molecule C5H12N2O at a distorted geometry. The level of theory is ωB97M-V with the def2-TZVPD basis set.

- SMILES = CCCCN(C)N=O
- ΔE to the lowest compared entry with this formula, charge and spin (kJ/mol) = 385.9
- largest force on an atom (hartree/bohr) = 0.0577
- charge = 0
- Kohn-Sham gap (Eh) = 0.366

Geometry as XYZ:
```
20
Properties=species:S:1:pos:R:3:lowdin_charge:R:1
C -2.77 -0.32 -0.66 -0.114
C -1.39 0.18 -0.18 -0.266
C -0.53 -0.90 0.56 -0.214
C 0.85 -0.40 1.01 -0.177
N 1.67 0.09 -0.10 -0.217
C 2.06 1.52 -0.26 -0.054
N 2.51 -0.74 -0.69 -0.097
O 2.23 -1.88 -0.51 -0.049
H -2.80 -1.04 -1.47 0.067
H -3.43 -0.64 0.10 0.047
H -3.30 0.64 -1.00 0.092
H -0.77 0.41 -1.06 0.097
H -1.45 1.05 0.53 0.117
H -1.08 -1.01 1.47 0.092
H -0.49 -1.86 -0.06 0.137
H 1.51 -1.16 1.49 0.123
H 0.58 0.42 1.75 0.135
H 2.44 1.97 0.72 0.087
H 2.96 1.51 -1.05 0.120
H 1.19 2.14 -0.58 0.073
```

Entry 3:
This record from the Open Molecules 2025 dataset describes the molecule C19H23FN2O4S at a distorted geometry. The level of theory is ωB97M-V with the def2-TZVPD basis set.

- SMILES = O=C1N=C(CSC2CCOCC2)N=C2C=C(OC[C@H]3CCOC3)C=C(F)[C@H]12
- ΔE to the lowest compared entry with this formula, charge and spin (kJ/mol) = 542.3
- largest force on an atom (hartree/bohr) = 0.1015
- charge = 0
- Kohn-Sham gap (Eh) = 0.268

Geometry as XYZ:
```
50
Properties=species:S:1:pos:R:3:lowdin_charge:R:1
O 2.86 0.36 0.62 0.108
C 2.55 -0.75 0.15 -0.371
N 2.53 -0.88 -1.22 0.195
C 1.45 -1.01 -1.82 -0.473
C 1.43 -1.19 -3.28 -0.344
S 0.44 0.20 -4.05 0.926
C 1.16 1.84 -3.60 -0.570
C 1.22 2.34 -2.13 -0.163
C -0.17 2.19 -1.58 -0.259
O -1.02 3.07 -2.27 -0.132
C -1.02 2.98 -3.74 -0.187
C 0.36 2.88 -4.34 -0.243
N 0.26 -1.15 -1.13 0.179
C 0.31 -1.45 0.16 -0.177
C -0.97 -1.67 0.80 0.059
C -1.05 -1.90 2.10 -0.271
O -2.21 -2.38 2.67 -0.017
C -2.84 -1.41 3.54 -0.110
C -4.18 -0.71 3.13 -0.343
C -4.61 0.10 4.20 -0.193
C -5.68 1.04 3.62 -0.131
O -5.48 0.96 2.18 -0.124
C -4.24 0.23 1.96 -0.135
C 0.23 -1.81 2.82 0.080
C 1.56 -1.74 2.30 -0.102
F 2.64 -1.94 3.16 0.049
C 1.60 -1.69 0.77 -0.124
H 2.44 -1.01 -3.74 0.098
H 1.14 -2.14 -3.63 0.071
H 2.17 1.83 -3.98 0.099
H 1.65 3.40 -2.12 0.154
H 1.90 1.59 -1.56 0.116
H -0.52 1.18 -1.79 0.083
H -0.19 2.45 -0.53 0.124
H -1.59 3.82 -4.21 0.136
H -1.64 2.22 -4.02 0.067
H 0.50 2.68 -5.46 0.136
H 0.75 3.90 -4.39 0.118
H -1.83 -1.85 0.11 0.151
H -3.13 -1.94 4.38 0.104
H -2.11 -0.59 3.83 0.153
H -4.91 -1.52 2.96 0.168
H -3.75 0.57 4.69 0.129
H -4.90 -0.60 5.02 0.146
H -6.66 0.59 3.71 0.123
H -5.56 1.91 4.15 0.086
H -3.40 0.92 2.02 0.126
H -4.29 -0.19 0.93 0.142
H 0.24 -1.93 3.90 0.124
H 1.97 -2.75 0.53 0.218
```

Entry 4:
This record from the Open Molecules 2025 dataset describes a cluster of 2 separate species, C5H14O in total at a distorted geometry. The level of theory is ωB97M-V with the def2-TZVPD basis set.

- expectation value of S² = 0.755
- ΔE to the lowest compared entry with this formula, charge and spin (kJ/mol) = 206.3
- largest force on an atom (hartree/bohr) = 0.0894
- charge = +1
- 2S+1 = 2
- Kohn-Sham gap (alpha / beta) (Eh) = 0.410 / 0.160

Geometry as XYZ:
```
20
Properties=species:S:1:pos:R:3:mulliken_spin:R:1
C -0.62 2.20 -0.84 0.008
C -1.57 1.86 0.44 0.021
C -1.68 0.36 1.04 0.033
H -0.82 1.75 -1.76 -0.002
H 0.49 1.98 -0.65 -0.001
H -0.50 3.32 -0.92 0.000
H -2.54 2.14 -0.01 -0.001
H -1.28 2.60 1.46 0.011
H -2.73 0.18 1.51 0.004
H -1.64 -0.28 0.14 0.007
H -0.80 0.03 1.67 0.000
C 1.00 -1.36 -0.68 0.046
O 0.24 -1.99 0.38 0.670
C 2.44 -1.15 -0.33 0.056
H 0.99 -1.95 -1.62 0.045
H 0.59 -0.35 -1.05 0.105
H 0.57 -1.70 1.28 -0.018
H 2.78 -1.94 0.21 0.000
H 2.90 -1.08 -1.29 0.008
H 2.58 -0.25 0.27 0.006
```

Entry 5:
This record from the Open Molecules 2025 dataset describes the molecule C6H10 at a distorted geometry. The level of theory is ωB97M-V with the def2-TZVPD basis set.

- ΔE to the lowest compared entry with this formula, charge and spin (kJ/mol) = 1123.1
- largest force on an atom (hartree/bohr) = 0.1201
- charge = 0
- Kohn-Sham gap (Eh) = 0.156

Geometry as XYZ:
```
16
Properties=species:S:1:pos:R:3:lowdin_charge:R:1
C -0.31 -1.74 0.61 -0.142
C -0.16 -0.62 -0.29 -0.386
C -0.69 -0.94 -1.86 0.043
C 0.69 0.65 -0.30 -0.199
C 0.85 1.09 1.20 -0.003
C 0.50 2.32 1.51 -0.038
H -1.05 -2.52 0.19 0.112
H -0.96 -1.43 1.53 0.114
H 0.53 -2.32 0.98 0.082
H -1.75 -0.41 -1.95 0.099
H -0.11 -0.20 -2.39 -0.002
H 1.57 0.50 -0.78 0.077
H 0.19 1.33 -0.89 0.067
H 0.35 -1.34 -0.92 0.083
H -0.29 2.88 0.94 0.092
H 0.63 2.75 2.41 0.002
```

Entry 6:
This record from the Open Molecules 2025 dataset describes a cluster of 3 separate species, CH7BrN3 in total at a distorted geometry. The level of theory is ωB97M-V with the def2-TZVPD basis set.

- ΔE to the lowest compared entry with this formula, charge and spin (kJ/mol) = 248.7
- largest force on an atom (hartree/bohr) = 0.0776
- charge = +1
- Kohn-Sham gap (Eh) = 0.343

Geometry as XYZ:
```
12
Properties=species:S:1:pos:R:3:lowdin_charge:R:1
C -0.68 -1.22 0.14 -0.097
N -0.33 -2.30 -0.06 0.154
N 2.75 -0.79 -0.11 -0.465
N -1.35 1.50 -0.15 0.204
Br 1.58 0.54 0.04 0.746
H 3.70 -0.63 0.20 0.031
H -0.04 -3.16 -0.37 0.067
H -1.40 0.57 0.44 0.057
H 2.80 -0.93 -1.10 0.001
H -1.69 2.13 0.61 0.167
H -1.93 1.36 -0.94 0.122
H -0.34 1.68 -0.39 0.012
```

Entry 7:
This record from the Open Molecules 2025 dataset describes a structure of composition C36H38BCrF4N7S2Se. The level of theory is ωB97M-V with the def2-TZVPD basis set.

- expectation value of S² = 3.807
- ΔE to the lowest compared entry with this formula, charge and spin (kJ/mol) = 69.2
- largest force on an atom (hartree/bohr) = 0.0091
- charge = -1
- 2S+1 = 4
- Kohn-Sham gap (alpha / beta) (Eh) = 0.216 / 0.216

Geometry as XYZ:
```
90
Properties=species:S:1:pos:R:3:mulliken_spin:R:1
Cr -0.59 1.23 -0.76 3.279
C -4.23 3.85 -1.22 0.000
C -3.48 2.90 -2.14 0.031
S -1.71 2.92 -2.04 -0.081
C -4.17 2.19 -3.06 -0.032
C -5.67 2.36 -3.15 0.000
S -3.51 1.02 -4.20 0.019
H -3.52 4.47 -0.67 -0.003
H -4.85 3.32 -0.50 0.003
H -4.89 4.52 -1.79 0.001
H -5.93 3.34 -3.56 -0.001
H -6.14 2.29 -2.16 -0.001
H -6.11 1.60 -3.80 0.000
C 5.58 -1.47 0.32 0.000
C 5.01 -1.41 1.72 0.000
C 5.69 -1.95 2.80 0.000
C 5.16 -1.91 4.09 0.000
C 3.92 -1.33 4.29 0.000
C 3.22 -0.78 3.22 0.001
C 3.76 -0.81 1.93 0.001
N 3.12 -0.28 0.81 0.005
C 1.88 0.35 0.76 0.005
N 1.78 1.40 1.59 0.002
C 0.70 2.29 1.82 0.042
C -0.40 2.34 0.97 -0.222
C -1.41 3.24 1.34 0.002
C -1.32 4.05 2.46 -0.015
C -0.18 4.00 3.26 0.019
C 0.84 3.11 2.95 -0.018
C 2.08 3.05 3.82 -0.001
N 0.96 -0.04 -0.07 0.000
C 1.27 -1.27 -0.78 -0.007
C 1.73 -1.20 -2.09 -0.001
C 2.00 -2.37 -2.79 0.001
C 1.83 -3.60 -2.18 0.000
C 1.39 -3.66 -0.87 0.002
C 1.10 -2.50 -0.15 -0.017
C 0.58 -2.60 1.26 0.005
H 6.58 -1.90 0.33 0.000
H 5.64 -0.48 -0.13 0.000
H 4.96 -2.09 -0.34 0.000
H 6.65 -2.42 2.63 0.000
H 5.71 -2.34 4.92 0.000
H 3.49 -1.29 5.28 0.000
H 2.24 -0.35 3.38 0.000
H 3.40 -0.65 -0.09 -0.001
H 2.65 1.63 2.04 -0.001
H -2.30 3.31 0.72 0.009
H -2.12 4.74 2.70 -0.001
H -0.08 4.65 4.12 0.002
H 1.99 3.75 4.65 0.000
H 2.98 3.33 3.26 0.000
H 2.25 2.05 4.23 0.000
H 1.86 -0.24 -2.57 0.002
H 2.32 -2.30 -3.83 0.000
H 2.02 -4.52 -2.72 0.000
H 1.23 -4.62 -0.39 0.000
H -0.13 -3.43 1.34 0.000
H 0.08 -1.69 1.57 -0.002
H 1.39 -2.79 1.97 0.000
F 3.28 1.75 -1.22 0.000
B 2.41 2.45 -2.08 0.012
F 2.64 3.82 -2.05 -0.001
F 2.42 1.92 -3.37 0.001
F 1.05 2.23 -1.53 0.015
C -4.08 -0.97 2.84 -0.002
N -3.56 -0.51 1.57 0.004
C -4.24 -0.47 0.36 0.001
C -3.39 0.06 -0.54 0.059
N -2.20 0.35 0.10 -0.125
C -2.35 0.01 1.36 0.046
H -4.46 -1.98 2.75 0.000
H -4.89 -0.31 3.19 0.000
H -3.29 -0.95 3.58 0.000
H -5.25 -0.84 0.26 -0.001
H -3.51 0.22 -1.61 -0.010
H -1.61 0.14 2.14 -0.001
Se -0.94 0.70 -3.97 0.018
N -0.98 -0.10 -2.39 -0.032
C -1.19 -1.43 -2.63 0.004
C -1.44 -2.41 -1.65 0.004
C -1.62 -3.73 -2.03 -0.002
C -1.56 -4.09 -3.38 0.005
C -1.32 -3.14 -4.36 -0.003
C -1.14 -1.80 -4.00 -0.008
N -0.89 -0.78 -4.88 -0.007
H -1.48 -2.13 -0.61 -0.005
H -1.82 -4.48 -1.28 0.000
H -1.71 -5.13 -3.67 0.000
H -1.28 -3.41 -5.41 0.000
```

Entry 8:
This record from the Open Molecules 2025 dataset describes a cluster of 5 separate species, C22H54BN2O19P2S5 in total at a distorted geometry. The level of theory is ωB97M-V with the def2-TZVPD basis set.

- largest force on an atom (hartree/bohr) = 0.0731
- charge = +1
- Kohn-Sham gap (Eh) = 0.317

Geometry as XYZ:
```
105
Properties=species:S:1:pos:R:3:lowdin_charge:R:1
C 2.60 -0.47 1.83 -0.207
P 1.72 -1.41 0.53 0.999
O 1.63 -0.33 -0.69 -0.337
C -0.04 -1.52 1.17 -0.291
C -0.93 -2.28 0.20 -0.290
C -0.37 -3.58 -0.34 -0.057
C -0.77 -4.79 0.43 -0.440
O -1.04 -5.89 -0.08 0.121
O -0.77 -4.56 1.78 0.088
C -1.32 -1.25 -0.85 -0.159
B -2.68 -1.65 -1.62 -0.691
O -2.92 -1.29 -2.93 0.185
O -3.61 -2.40 -0.96 0.176
C -1.47 0.08 -0.06 -0.734
S -0.65 1.54 -0.69 0.924
P -3.26 0.60 0.27 0.780
N -3.40 1.90 1.10 -0.232
N -0.96 -0.32 1.34 -0.068
C -0.68 0.70 2.39 -0.117
C -1.56 0.51 3.60 -0.066
C -1.22 -0.82 4.20 -0.462
O -0.09 -1.08 4.61 0.128
O -2.22 -1.75 4.24 0.112
H 3.48 -1.04 2.06 0.042
H 2.92 0.48 1.44 0.045
H 2.04 -0.34 2.74 0.023
H 2.49 0.09 -0.79 0.026
H 0.13 -2.01 2.11 0.120
H -1.86 -2.53 0.71 0.133
H 0.71 -3.56 -0.29 0.093
H -0.63 -3.75 -1.37 0.141
H -1.60 -4.85 2.15 0.124
H -0.61 -1.12 -1.65 0.136
H -2.98 -0.34 -3.03 0.107
H -4.47 -1.99 -0.85 0.110
H -1.62 2.01 -1.48 -0.087
H -3.77 -0.55 0.91 0.044
H -3.82 0.65 -1.02 0.048
H -3.93 2.59 0.59 -0.007
H -1.80 -0.79 1.68 0.102
H -0.82 1.69 1.99 0.096
H 0.34 0.60 2.71 0.107
H -1.28 1.26 4.32 0.148
H -2.61 0.60 3.39 0.112
H -2.46 -2.07 3.37 0.099
O -0.53 0.26 -6.12 -0.291
S -0.06 -0.71 -7.07 0.565
O -0.78 -0.89 -8.29 -0.264
O 0.06 -2.10 -6.31 -0.259
C -1.15 -2.58 -5.67 -0.255
C -2.14 -3.16 -6.66 -0.065
C 1.64 -0.48 -7.41 -0.116
H -1.60 -1.77 -5.09 0.088
H -0.82 -3.35 -4.97 0.121
H -2.52 -2.40 -7.33 0.070
H -2.97 -3.60 -6.12 0.083
H -1.66 -3.93 -7.26 0.088
H 2.18 -0.37 -6.48 0.071
H 1.71 0.42 -8.01 0.081
H 1.99 -1.34 -7.97 0.081
O 5.37 -3.66 4.65 -0.271
S 4.51 -4.67 4.12 0.556
O 3.74 -4.38 2.95 -0.297
O 3.54 -5.16 5.28 -0.259
C 2.79 -4.13 5.98 -0.234
C 1.67 -3.56 5.14 -0.082
C 5.38 -6.17 3.90 -0.116
H 3.48 -3.35 6.31 0.116
H 2.41 -4.62 6.87 0.125
H 2.06 -3.02 4.28 0.055
H 1.07 -2.88 5.73 0.064
H 1.04 -4.37 4.77 0.088
H 5.94 -6.39 4.80 0.079
H 6.05 -6.02 3.06 0.079
H 4.67 -6.96 3.67 0.078
O -4.15 5.25 0.56 -0.295
S -4.72 5.48 1.86 0.547
O -6.14 5.40 2.01 -0.264
O -4.19 6.86 2.41 -0.259
C -4.36 8.04 1.58 -0.235
C -5.79 8.56 1.57 -0.068
C -3.95 4.42 3.02 -0.141
H -4.00 7.82 0.58 0.114
H -3.69 8.77 2.03 0.122
H -6.46 7.86 1.08 0.073
H -5.82 9.50 1.03 0.085
H -6.15 8.71 2.58 0.087
H -2.87 4.49 2.89 0.073
H -4.29 3.42 2.78 0.037
H -4.24 4.70 4.02 0.080
O 4.40 1.89 -0.79 -0.280
S 3.87 2.15 -2.10 0.536
O 3.90 1.08 -3.06 -0.264
O 4.52 3.44 -2.70 -0.251
C 5.97 3.52 -2.75 -0.224
C 6.58 2.67 -3.85 -0.067
C 2.22 2.71 -1.93 -0.146
H 6.38 3.27 -1.77 0.116
H 6.17 4.57 -2.93 0.124
H 6.43 1.61 -3.66 0.073
H 7.65 2.87 -3.91 0.087
H 6.12 2.91 -4.81 0.087
H 2.20 3.51 -1.19 0.086
H 1.67 1.85 -1.58 -0.031
H 1.84 3.05 -2.88 0.090
```

Entry 9:
This record from the Open Molecules 2025 dataset describes the molecule C20H22N2O4S at a distorted geometry. The level of theory is ωB97M-V with the def2-TZVPD basis set.

- SMILES = O=C(O)CSc1c2c(nc3cc(C(=O)N4CCOCC4)ccc13)CCCC2
- ΔE to the lowest compared entry with this formula, charge and spin (kJ/mol) = 1799.4
- largest force on an atom (hartree/bohr) = 0.2888
- charge = 0
- Kohn-Sham gap (Eh) = 0.313

Geometry as XYZ:
```
49
Properties=species:S:1:pos:R:3:lowdin_charge:R:1
O -1.85 -4.42 0.08 0.236
C -2.83 -3.98 0.25 -0.917
O -3.94 -4.60 0.20 0.088
C -3.23 -2.71 0.46 -0.336
S -3.29 -1.55 -1.08 0.998
C -2.34 -0.13 -0.56 -0.437
C -2.81 1.05 -0.47 -0.217
C -2.11 2.39 -0.03 -0.376
N -0.91 2.17 0.24 0.182
C -0.21 0.67 0.20 -0.083
C 1.13 0.84 0.76 0.143
C 1.76 -0.47 0.53 -0.140
C 3.13 -0.58 1.07 -0.272
O 3.33 -0.33 2.49 -0.132
N 4.10 -0.78 0.29 -0.047
C 3.86 -0.80 -1.03 -0.151
C 4.84 0.33 -1.78 -0.233
O 6.15 0.34 -1.46 -0.103
C 6.20 0.13 0.09 -0.125
C 5.51 -0.88 0.56 -0.162
C 1.02 -1.63 0.32 -0.052
C -0.19 -1.69 -0.13 0.033
C -0.96 -0.36 -0.04 -0.122
C -2.69 3.56 0.21 -0.168
C -4.06 3.55 0.69 -0.155
C -4.98 2.37 0.45 -0.074
C -4.19 1.35 -0.63 -0.163
H -3.86 -5.64 -0.08 0.222
H -4.30 -2.52 1.13 0.167
H -2.56 -2.26 1.42 0.179
H 1.64 1.65 0.90 0.053
H 2.87 -0.53 -1.69 0.201
H 4.31 -1.59 -1.59 0.112
H 4.73 0.12 -2.87 0.133
H 4.33 1.19 -1.39 0.110
H 7.39 0.01 0.23 0.201
H 5.91 0.99 0.38 0.077
H 5.53 -0.97 1.58 0.117
H 5.93 -1.91 0.28 0.190
H 1.58 -2.50 0.27 0.116
H -0.62 -2.31 -0.60 -0.015
H -2.72 3.68 -1.06 0.217
H -2.00 4.36 0.30 0.135
H -3.71 3.50 1.73 0.151
H -4.52 4.29 0.43 0.024
H -5.94 2.38 0.13 0.073
H -5.01 1.67 1.17 0.063
H -4.99 0.58 -0.71 0.083
H -4.40 1.96 -1.69 0.174
```

Entry 10:
This record from the Open Molecules 2025 dataset describes a cluster of 2 separate species, C16H22BFN3O4S in total at a distorted geometry. The level of theory is ωB97M-V with the def2-TZVPD basis set.

- ΔE to the lowest compared entry with this formula, charge and spin (kJ/mol) = 1248.9
- largest force on an atom (hartree/bohr) = 0.1865
- charge = +1
- Kohn-Sham gap (Eh) = 0.228

Geometry as XYZ:
```
48
Properties=species:S:1:pos:R:3:lowdin_charge:R:1
C 4.39 -1.18 0.37 -0.081
C 3.51 -0.37 -0.78 -0.187
O 2.12 -0.90 -0.92 -0.146
N 1.23 0.13 -0.95 -0.144
C 1.24 1.00 -2.19 0.095
C 0.24 2.30 -2.30 0.093
C -0.80 2.69 -1.05 0.047
C -1.79 4.04 -1.13 -0.192
O -2.99 4.05 -1.74 0.043
O -1.34 5.33 -0.52 0.110
B 0.13 5.32 -0.30 -0.508
N 0.76 4.91 1.03 0.124
O 1.08 5.67 -1.42 0.040
C -0.79 1.67 0.27 0.016
C -1.82 1.94 1.56 -0.191
F -1.13 1.73 2.88 -0.111
C -3.06 0.87 1.43 -0.183
C -4.15 1.29 0.24 -0.106
C 0.28 0.39 0.23 -0.250
S 0.42 -0.88 1.65 0.795
H 3.64 -1.53 1.21 0.086
H 5.16 -0.45 0.93 0.105
H 5.00 -2.09 -0.05 0.094
H 3.53 0.77 -0.45 0.143
H 4.06 -0.40 -1.84 0.144
H 1.97 0.80 -3.08 0.155
H 0.23 3.02 -3.24 0.144
H 0.79 3.85 0.99 0.067
H 1.78 5.18 1.07 0.087
H 2.03 5.71 -1.05 0.121
H -2.17 3.07 1.57 0.182
H -3.61 0.76 2.46 0.135
H -2.66 -0.20 1.11 0.103
H -4.85 0.37 -0.04 0.101
H -4.88 2.14 0.65 0.101
H -3.59 1.69 -0.71 0.060
H -0.89 -1.08 2.16 -0.059
N -1.45 -5.26 1.24 0.056
C -0.61 -4.31 0.79 -0.170
C 0.41 -4.55 -0.12 -0.082
C 0.58 -5.84 -0.59 -0.075
C -0.27 -6.85 -0.15 -0.067
C -1.27 -6.51 0.76 -0.140
H -0.78 -3.32 1.19 0.036
H 1.06 -3.74 -0.45 0.085
H 1.37 -6.07 -1.30 0.107
H -0.17 -7.87 -0.50 0.107
H -1.96 -7.26 1.13 0.107
```